Formula: C46H58Cl2KN4PS
Source: OMol25
Level of theory: the ωB97M-V functional and the def2-TZVPD basis

## Properties
highest occupied orbital energy = -0.24396 Ha
max |F| = 0.0052 hartree/bohr
calculated total energy = -4266.64575 Eh
2S+1 = 1
gap between HOMO and LUMO = 0.25189 Eh

Each line ends with the Mulliken charge.
Cartesian coordinates (Å):
H1 3.59047 -2.42691 0.75780  0.299
C1 1.73747 6.16359 -0.45936  0.716
C2 -1.66629 3.29746 1.38617  -1.939
C3 -1.08686 -0.17407 -2.72076  1.471
C4 3.64667 -3.22106 0.01302  -1.727
H2 0.13986 6.40259 -1.89940  0.361
C5 2.09298 3.87240 0.14212  -0.402
C6 2.97161 -3.94670 -2.30668  -1.697
Cl1 6.53174 -0.92879 2.22540  -0.214
H3 3.24207 5.48563 0.93804  0.389
H4 -5.03908 1.23642 2.91515  0.249
C7 2.67722 -2.20560 4.13011  -0.858
C8 3.83576 -0.67939 2.56938  -0.567
H5 4.70079 -3.39319 -0.21242  0.507
C9 -5.51335 -1.06980 -0.73807  -1.098
C10 0.44710 4.35766 -1.35010  -0.502
H6 -2.58614 -5.44273 1.07680  0.469
H7 -0.02354 -4.65793 2.22122  0.481
C11 0.66387 -3.05051 -0.04692  -0.135
H8 3.38663 -1.94477 -1.67027  -0.950
H9 -0.66858 1.69597 -3.71764  0.524
C12 -1.97015 -4.85164 0.39581  -1.495
C13 3.11475 2.31417 -2.95986  -0.260
C14 -0.68403 -2.73558 0.10617  0.388
H10 -3.07858 -2.99247 -2.05326  0.943
H11 -1.48518 -4.27077 3.11677  0.436
C15 -1.50089 -0.90590 -4.00328  -1.677
H12 -5.20797 0.45853 0.69624  0.374
H13 -4.23269 3.05259 2.28466  0.305
C16 5.03638 -2.41072 3.85726  -0.762
H14 2.48499 3.18841 -2.84125  0.494
C17 -2.76249 2.38623 0.80993  2.001
C18 -4.72492 -0.29653 0.09647  -0.467
C19 -1.51322 -3.55580 1.07599  1.127
H15 4.88996 0.37577 -1.06650  0.478
H16 -4.79121 0.15949 4.28388  0.552
H17 -1.10395 -5.45332 0.11037  0.306
H18 0.70443 0.61173 -3.67699  0.578
C20 4.10190 0.62785 -4.34869  -0.603
C21 -4.11586 2.97966 1.20412  -1.992
N1 1.10663 3.43017 -0.65289  0.832
H19 2.90900 7.75147 0.05804  0.227
H20 -1.33936 1.35839 3.87376  0.295
C22 4.45807 0.74941 -1.99005  -0.484
C23 -4.92051 -2.05386 -1.51217  -1.502
H21 3.87250 -3.65061 5.17219  0.398
H22 -1.72342 3.38698 2.46844  0.307
C24 3.29221 1.75316 -4.22301  0.436
H23 -3.03448 -1.88106 2.81879  0.335
C25 -0.49318 -1.16240 -1.72723  -0.106
C26 -3.05532 0.28504 3.03755  2.350
C27 5.01295 -1.36978 2.94785  0.436
H24 -0.28226 -3.01097 2.79370  0.162
H25 -2.85379 -1.30667 4.47490  0.671
C28 -0.14169 0.97320 -3.09005  -1.959
C29 -2.63699 2.43171 -0.71521  -1.746
H26 -2.55286 -4.65025 -0.50352  0.251
H27 -2.73193 3.46822 -1.05223  0.789
H28 -0.62862 -1.37366 -4.46645  0.301
P1 -2.32791 0.60765 1.31910  1.404
C30 2.43501 5.20155 0.27457  -0.959
H29 -5.05053 -0.51824 2.68263  0.364
C31 -3.33842 -0.46092 0.19100  0.134
H30 -1.66037 2.06543 -1.04047  0.028
H31 0.26352 1.51854 -2.23131  -0.055
H32 -1.93410 -0.20780 -4.72237  0.463
Cl2 1.11140 -0.46605 2.86872  0.044
K1 1.09324 0.73441 0.20291  1.208
H33 1.10618 -3.78820 0.61068  0.155
C32 -4.57458 0.30106 3.22039  -1.972
H34 -2.23433 -1.68549 -3.79981  0.339
S1 3.85850 0.59313 1.39633  -0.446
H35 -1.48863 -1.20032 3.35710  0.100
H36 -4.17507 3.99697 0.80411  0.538
H37 -6.58257 -0.90517 -0.77757  0.463
C33 -2.73794 -1.44864 -0.61836  -0.200
C34 1.44961 -2.45592 -1.02167  1.040
H38 -5.51670 -2.67678 -2.16686  0.405
C35 3.86258 -2.83748 4.45920  -0.548
H39 2.47366 -3.65450 -3.23319  0.358
H40 -2.40743 -2.98174 1.31664  -0.401
C36 2.61816 2.32436 -5.35485  0.101
C37 2.89790 -2.83247 -1.25692  1.487
H41 -4.96081 2.42756 0.79473  0.298
H42 -1.77695 4.30113 0.96331  0.550
H43 3.25449 -4.14119 0.45287  0.306
C38 4.69862 0.12516 -3.20911  -0.405
C39 0.71544 5.70980 -1.29829  -0.905
H44 -0.66782 2.94745 1.12515  0.231
H45 1.74057 -2.51050 4.57777  0.385
H46 -2.61342 0.96381 5.03025  0.579
C40 2.68465 -1.16501 3.21583  0.448
H47 2.48203 -4.84938 -1.93289  0.328
C41 -3.55038 -2.23020 -1.44500  -0.606
C42 0.84188 -1.53180 -1.86362  -0.370
C43 -0.78004 -3.88584 2.37741  -1.753
H48 4.01047 -4.19439 -2.53458  0.453
N2 2.06718 2.79057 -6.24937  -0.559
C44 -2.57055 -1.11138 3.43621  -1.864
H49 -1.98653 0.24985 -2.27413  -0.406
H50 -0.34270 3.99508 -2.00111  0.306
H51 2.65162 3.12008 0.69368  0.180
C45 -2.42211 1.29321 4.00527  -2.082
H52 1.69889 8.11201 -1.06596  0.225
N3 2.01495 7.50355 -0.33028  -0.527
H53 5.98219 -2.88308 4.08521  0.429
N4 3.67410 1.82306 -1.86256  -0.142
H54 5.34166 -0.74343 -3.25113  0.461
H55 1.44741 -1.06946 -2.63834  0.200
C46 -1.26575 -1.75147 -0.70948  0.863
H56 4.25147 0.16938 -5.31733  0.480
H57 -3.41175 1.84126 -1.20699  0.422
H58 -2.84859 2.29032 3.89867  0.333